The following is a quantum chemistry calculation of a structure of composition C6H8Li2O5 at a distorted geometry, from the OMol25 dataset.

Properties
Total charge: -1
M (g mol⁻¹): 174.0
Electronic energy (eV): -17001.0180
2S+1: 2
Strongest force on any atom (Eh/bohr): 0.0256
Energy above the lowest of the compared OMol25 structures with the same formula, charge and spin (kcal/mol): 0.0

CARTESIAN COORDINATES (ANGSTROEM)
O -1.53718 -0.35690 1.27271
O -1.01225 1.53738 0.22041
O 1.03955 -1.31710 0.67822
O 1.64565 0.85943 0.28174
O 4.19388 -0.62191 0.97884
C -3.85726 -0.41073 -1.11864
C -0.64410 0.39933 0.70265
C 2.72749 0.54684 -0.58997
C 0.69750 -0.09309 0.54568
C -4.59827 -0.72041 -0.02736
C 4.06999 0.45852 0.13945
Li 2.78599 -1.69428 1.15657
Li -2.79812 0.97118 0.64962
H 4.20846 1.43451 0.66815
H 4.83547 0.46487 -0.67406
H -3.05127 -1.07341 -1.45669
H -4.42023 -1.65546 0.51751
H 2.52256 -0.40954 -1.10197
H -5.46307 -0.11301 0.25859
H 2.76598 1.34920 -1.34703
H -4.11078 0.44457 -1.75444